Entry 1:
Molecular formula: C2H4N2O2
Method: DFT, ωB97M-V with the def2-TZVPD basis set

Properties
Energy above the lowest of the compared OMol25 structures with the same formula, charge and spin   105.4 kcal per mole
Orbital gap   0.3892 Ha
Electronic energy   -9210.6504 eV
Structure (SMILES)   [H]/N=C1\NOCO1

Structure (ORCA input):
```
! RIJCOSX wB97M-V def2-TZVPD def2/J DEFGRID3
* xyz 0 1
H 0.3107 -2.3527 1.0145
N -0.4919 -1.7319 1.2404
C -0.2953 -0.7616 0.4723
N 1.0486 -0.3890 -0.1429
O 0.7515 0.4259 -1.1615
C -0.4738 1.1193 -0.7690
O -1.1384 0.2697 0.1737
H 1.6266 -0.1246 0.6411
H -0.1336 1.9288 -0.1064
H -1.2043 1.6160 -1.3622
*
```



Entry 2:
Molecular formula: C6H6N
Method: DFT, ωB97M-V with the def2-TZVPD basis set

Properties
Energy above the lowest of the compared OMol25 structures with the same formula, charge and spin   110.7 kcal per mole
Orbital gap (spin up / spin down)   0.2769 / 0.2769 Ha
Electronic energy   -7794.9428 eV

Structure (ORCA input):
```
! RIJCOSX wB97M-V def2-TZVPD def2/J DEFGRID3
* xyz 1 1
C 1.5219 0.1130 0.3161
C 1.8029 -1.1432 0.1030
C -3.0379 -0.2973 0.2592
C 0.1151 0.4923 -0.1084
C -0.6217 -0.8238 -0.2529
C 0.6049 -1.8716 0.0545
N -1.9736 -0.7179 0.0872
H 2.0748 0.9999 0.7856
H 2.6286 -1.8408 0.2714
H -4.0622 0.0882 0.5470
H -0.4857 1.2289 0.6848
H 0.1980 0.9847 -1.0128
H -0.5235 -1.0900 -1.3945
*
```



Entry 3:
Molecular formula: C4H7NO
Method: DFT, ωB97M-V with the def2-TZVPD basis set

Properties
Energy above the lowest of the compared OMol25 structures with the same formula, charge and spin   94.4 kcal per mole
Orbital gap   0.3355 Ha
Electronic energy   -7795.5529 eV

Structure (ORCA input):
```
! RIJCOSX wB97M-V def2-TZVPD def2/J DEFGRID3
* xyz 0 1
C -0.5768 1.2030 -1.2116
O 0.3903 1.1237 -0.1496
C 1.0362 -0.3517 0.0541
C 0.3221 -0.7097 1.2781
C -0.7606 -1.6344 1.1484
N -1.6740 -2.3398 0.9997
H -0.0415 1.1900 -2.1624
H -1.2722 0.3563 -1.1563
H -1.1058 2.1496 -1.0959
H 0.7764 -0.8746 -0.8683
H 2.0975 -0.1254 0.1376
H -0.0793 0.7663 0.8199
H 0.8876 -0.7534 2.2062
*
```



Entry 4:
Molecular formula: C5H6OS
Method: DFT, ωB97M-V with the def2-TZVPD basis set

Properties
Energy above the lowest of the compared OMol25 structures with the same formula, charge and spin   76.8 kcal per mole
Orbital gap   0.3374 Ha
Electronic energy   -18161.3056 eV
Structure (SMILES)   C#CC(=O)CCS

Structure (ORCA input):
```
! RIJCOSX wB97M-V def2-TZVPD def2/J DEFGRID3
* xyz 0 1
C -2.0860 0.0211 -1.6569
C -1.7383 -0.3280 -0.5887
C -1.1304 -0.4633 0.6971
O -1.5854 -1.2110 1.5167
C 0.1695 0.4906 0.8031
C 1.7472 0.0412 0.4701
S 2.0393 0.1033 -1.2051
H -2.6074 0.0505 -2.5803
H -0.1868 1.3124 0.2339
H 0.2231 0.5444 1.8839
H 1.8349 -0.9384 0.9025
H 2.4190 0.8409 1.0742
H 0.9012 -0.4638 -1.5505
*
```



Entry 5:
Molecular formula: C3H9NO2
Method: DFT, ωB97M-V with the def2-TZVPD basis set

Properties
Energy above the lowest of the compared OMol25 structures with the same formula, charge and spin   79.8 kcal per mole
Orbital gap   0.3838 Ha
Electronic energy   -8839.4926 eV
Structure (SMILES)   C=CN=C.O.O

Structure (ORCA input):
```
! RIJCOSX wB97M-V def2-TZVPD def2/J DEFGRID3
* xyz 0 1
C -1.1171 1.7852 -0.5408
C -0.3498 1.0697 -1.3096
N 0.5985 0.3234 -0.4929
C 1.8374 0.0969 -0.8055
H -1.0521 1.6404 0.5939
H -1.8943 2.4925 -0.8213
H -0.2872 1.1892 -2.3517
H 2.5601 -0.3499 0.0279
H 2.3726 0.3614 -1.7359
O -0.2634 -3.2186 0.4573
H -1.0441 -3.0700 0.9184
H -0.6983 -2.6931 -0.2439
O -0.4510 -0.2080 2.1211
H -0.2112 0.3549 2.8527
H 0.0001 0.2259 1.3303
*
```



Entry 6:
Molecular formula: C25H29AsBr4CaO2Si2
Method: DFT, ωB97M-V with the def2-TZVPD basis set

Properties
Orbital gap   0.1047 Ha
Electronic energy   -405693.5011 eV

Structure (ORCA input):
```
! RIJCOSX wB97M-V def2-TZVPD def2/J DEFGRID3
* xyz -2 1
Ca 0.4716 0.2022 1.0806
Br 6.7674 0.5832 4.8263
C 4.8878 0.4253 4.3912
C 3.9001 0.3584 5.3501
Br 4.3471 0.3351 7.1785
C 2.5388 0.2690 4.9934
Br 1.0929 0.4579 6.2035
C 2.1714 0.1560 3.6374
O 0.9315 -0.0974 3.2413
C 3.2194 0.2220 2.5956
O 2.7484 0.1991 1.3587
C 4.5977 0.3395 2.9776
Br 5.9195 0.5604 1.6150
C -2.4660 -2.1008 -0.3478
Si -2.2834 -0.8799 1.1474
C -2.3226 -2.1668 2.5687
C -4.0215 -0.1395 1.2155
C -5.2829 -0.7226 1.3603
C -6.4076 0.0934 1.2604
C -6.2814 1.4731 1.1741
C -5.0318 2.0799 1.0777
C -3.9221 1.2761 1.0748
Si -2.0354 1.7107 0.9632
C -1.9091 3.1627 -0.3378
C -1.6575 2.7179 2.6038
H -3.2481 -2.8622 -0.2538
H -1.5004 -2.6131 -0.4542
H -2.6405 -1.4875 -1.2621
H -3.1880 -2.8104 2.5334
H -2.3794 -1.6445 3.5622
H -1.4138 -2.8287 2.6192
H -5.3731 -1.7602 1.6184
H -7.3280 -0.4120 1.2558
H -7.1709 2.0785 1.0934
H -4.9534 3.1677 1.0202
H -1.8772 4.1702 0.1404
H -2.7997 3.0882 -1.0175
H -0.9772 3.0769 -0.9221
H -1.2633 3.7509 2.4912
H -0.9592 2.1868 3.2824
H -2.5640 2.8612 3.2431
C -0.0461 0.1843 -3.8563
As 0.4950 -0.0151 -1.9453
C 1.7720 1.4672 -1.7660
C 1.7693 -1.5662 -1.9494
C 2.5435 -1.7188 -3.2652
C 3.7708 -1.1071 -3.4940
C 4.4680 -1.3034 -4.6980
C 3.8782 -2.0538 -5.7123
C 2.5932 -2.5649 -5.5676
C 1.9345 -2.4066 -4.3405
H 0.8340 0.2000 -4.5325
H -0.4822 1.2061 -3.9336
H -0.7922 -0.5778 -4.1915
H 2.2952 1.5183 -2.7037
H 2.5385 1.1892 -1.0034
H 1.3084 2.4110 -1.4904
H 1.1737 -2.4679 -1.7943
H 2.4124 -1.4341 -1.1022
H 4.2853 -0.5645 -2.6841
H 5.4513 -0.8612 -4.8400
H 4.4014 -2.2188 -6.6311
H 2.1461 -2.9867 -6.4472
H 0.9137 -2.8060 -4.2110
*
```



Entry 7:
Molecular formula: C6H11NO
Method: DFT, ωB97M-V with the def2-TZVPD basis set

Properties
Energy above the lowest of the compared OMol25 structures with the same formula, charge and spin   59.8 kcal per mole
Orbital gap   0.3597 Ha
Electronic energy   -9935.8591 eV
Structure (SMILES)   C=NC(=C)CCCO

Structure (ORCA input):
```
! RIJCOSX wB97M-V def2-TZVPD def2/J DEFGRID3
* xyz 0 1
C 1.6301 2.7839 0.0418
N 1.1173 1.8266 -0.5887
C 0.8516 0.5230 -0.0853
C 1.3761 0.0769 1.0496
C -0.0667 -0.1723 -1.0415
C -1.5669 -0.3726 -0.5506
C -1.6277 -1.3099 0.6418
O -1.2206 -2.6162 0.1281
H 1.7016 3.7913 -0.3902
H 1.9902 2.7112 1.0692
H 1.1712 -0.8928 1.4660
H 2.1106 0.6179 1.6129
H 0.2201 -1.2095 -1.2075
H -0.2481 0.4275 -1.9706
H -1.9742 0.6162 -0.3521
H -2.1276 -0.9059 -1.3784
H -2.6018 -1.4752 1.1090
H -0.9182 -1.0007 1.4280
H -1.1801 -3.2560 0.8433
*
```



Entry 8:
Molecular formula: C90H205N9O18
Method: DFT, ωB97M-V with the def2-TZVPD basis set

Properties
Orbital gap   0.3251 Ha
Electronic energy   -146906.9037 eV

Structure (ORCA input):
```
! RIJCOSX wB97M-V def2-TZVPD def2/J DEFGRID3
* xyz 0 1
C -4.8723 4.8754 29.3043
C -5.9857 4.0258 28.8112
O -5.6036 2.6858 28.6061
O -3.6451 4.7295 28.6082
H -4.6817 4.6589 30.3872
H -5.2115 5.9250 29.1349
H -6.2995 4.4018 27.8067
H -6.8474 4.1535 29.4994
H -5.5662 2.0973 29.4862
H -3.7432 4.2649 27.7933
C -2.3873 -3.1759 31.6719
O -1.5930 -4.0826 32.4743
H -1.7116 -2.7819 30.9175
H -3.1935 -3.7472 31.2480
H -2.8335 -2.3685 32.2655
H -0.8706 -3.6151 32.9157
C 0.3559 3.5884 29.2058
O -0.1716 4.2848 30.3039
H 0.2360 4.1289 28.2282
H 1.4671 3.4330 29.3829
H -0.0105 2.5498 29.0736
H -1.1637 4.3971 30.2589
C -4.3107 2.1757 35.3198
O -5.4557 2.4201 34.4532
H -3.6040 1.6163 34.7830
H -3.8325 3.1667 35.5563
H -4.5526 1.6916 36.2790
H -5.8781 3.2272 34.7509
C -1.2719 -0.2580 28.1364
O 0.1627 -0.5214 28.1099
H -1.4467 0.8348 28.0676
H -1.8477 -0.7886 27.3314
H -1.6929 -0.6294 29.1100
H 0.6812 0.1070 27.5389
C -10.3502 -2.7831 33.1751
O -8.9282 -2.8016 33.4332
H -10.9723 -2.8513 34.0384
H -10.6074 -1.8701 32.6121
H -10.5625 -3.6300 32.5137
H -8.6697 -2.3130 34.2350
C -7.6356 0.9982 36.6981
O -8.0118 -0.3453 37.0658
H -6.7182 1.4141 37.1458
H -7.4182 0.9673 35.6147
H -8.4999 1.6397 36.9427
H -7.2563 -0.7255 37.5181
C -5.6122 1.0997 25.6153
O -4.6940 0.8972 26.6086
H -5.3022 0.5701 24.7053
H -6.5651 0.7749 25.9620
H -5.6730 2.1467 25.3348
H -4.8504 1.6027 27.2696
C 1.4954 -2.9196 30.4043
C 1.8703 -1.8102 31.4246
C 0.7799 -0.7974 31.4873
C 0.8133 0.2068 32.6356
C 0.8063 -0.5888 33.9468
C 1.8878 -1.6412 34.0664
N 1.8488 -2.4366 32.7605
O 2.9068 -3.3831 32.7665
C 3.2155 -0.9765 34.3473
C 1.4855 -2.7226 35.1533
C 3.2097 -1.1792 31.0393
H 2.3302 -3.6319 30.2516
H 1.3490 -2.5047 29.4176
H 0.6583 -3.5076 30.8148
H 0.6320 -0.3165 30.5060
H -0.0848 -1.4624 31.5498
H -0.0222 0.9358 32.6234
H 1.6139 0.9250 32.4755
H -0.2007 -1.0304 34.0301
H 0.9580 0.1683 34.7011
H 3.3135 -0.6567 35.3785
H 4.0669 -1.6664 34.1800
H 3.3929 -0.0907 33.7014
H 0.4412 -3.0648 35.0027
H 2.1843 -3.6037 35.1784
H 1.5561 -2.2829 36.1700
H 3.2413 -1.2231 29.9373
H 4.0784 -1.7281 31.2629
H 3.2808 -0.1313 31.3290
H 2.4245 -4.2230 32.8306
C -7.3931 4.3817 32.6428
C -7.5104 5.4824 33.6786
C -8.7951 5.2602 34.4335
C -8.8891 6.1666 35.7325
C -7.6565 5.7803 36.5798
C -6.2930 6.0216 35.8944
N -6.3731 5.3098 34.6217
O -5.1726 5.5022 33.9369
C -6.1010 7.5498 35.8173
C -5.2609 5.4464 36.7455
C -7.5389 6.7709 32.9148
H -6.4624 4.4370 32.0412
H -8.2567 4.2770 31.9885
H -7.2792 3.4219 33.1791
H -9.5115 5.4485 33.6421
H -8.8889 4.2096 34.6999
H -9.8104 5.8950 36.2605
H -8.9469 7.2730 35.5740
H -7.6928 4.7322 36.9348
H -7.6225 6.3788 37.5015
H -5.7492 7.9337 36.7713
H -5.2656 7.7070 35.1093
H -6.8428 8.1415 35.3663
H -5.3146 4.3256 36.8572
H -4.2689 5.6519 36.3158
H -5.3347 5.7624 37.7656
H -8.2881 6.8020 32.1346
H -6.5569 6.9001 32.4102
H -7.7548 7.6209 33.5949
H -5.0556 6.4235 33.6594
C -14.8493 1.8551 27.5203
C -13.4462 2.2929 27.0721
C -13.4944 3.5141 26.0710
C -12.1035 4.1219 25.8714
C -11.5097 4.5695 27.1852
C -11.3883 3.4055 28.1544
N -12.7069 2.7582 28.3091
O -12.5025 1.5754 29.1030
C -10.3625 2.3440 27.6477
C -10.8461 3.9029 29.4825
C -12.8101 1.0561 26.3986
H -15.4566 1.8098 26.6234
H -15.2937 2.6480 28.1026
H -14.8432 0.9347 28.0781
H -13.9162 3.1759 25.1229
H -14.1151 4.2949 26.4833
H -12.2160 4.9970 25.2833
H -11.4831 3.3824 25.3453
H -12.2265 5.2661 27.6023
H -10.5437 5.0438 27.0071
H -9.3362 2.6515 27.9120
H -10.4816 1.3824 28.1849
H -10.3191 2.0929 26.5686
H -9.9320 4.4654 29.2974
H -11.5516 4.5408 30.0678
H -10.5154 3.1377 30.1748
H -12.3621 0.4375 27.1641
H -12.0693 1.2628 25.6304
H -13.5439 0.4026 25.9039
H -12.9862 1.8393 29.8813
C -3.8030 0.3554 32.2422
C -4.3885 0.6300 30.8814
C -4.5341 -0.6148 30.0411
C -5.6315 -1.5297 30.4780
C -6.9322 -0.8021 30.4007
C -6.9438 0.5286 31.1713
N -5.7312 1.3027 30.8166
O -5.6723 2.4972 31.6389
C -8.0669 1.4194 30.6504
C -7.1372 0.1871 32.6622
C -3.3461 1.5554 30.1690
H -2.9392 -0.2759 32.0046
H -4.4144 -0.1552 32.9829
H -3.4580 1.2884 32.7513
H -4.6633 -0.2734 29.0170
H -3.5777 -1.1017 30.0670
H -5.4598 -1.9264 31.4690
H -5.5901 -2.4130 29.7761
H -7.7424 -1.4193 30.8208
H -7.3151 -0.5446 29.3994
H -8.9974 0.8623 30.5052
H -8.2386 2.2875 31.2923
H -7.6940 1.8014 29.6807
H -8.2255 -0.1032 32.7693
H -6.6177 -0.6794 33.0502
H -7.0335 1.0611 33.2479
H -3.5431 1.4596 29.1332
H -2.3009 1.4028 30.3798
H -3.5538 2.5789 30.4416
H -5.4848 2.2635 32.5776
C -2.7223 -7.0609 34.7796
C -4.1529 -7.2071 34.3045
C -5.1058 -7.1419 35.5529
C -6.5172 -7.0220 35.2165
C -6.7539 -5.8724 34.2630
C -5.9024 -5.8662 32.9849
N -4.4977 -6.0609 33.4245
O -3.7612 -6.2840 32.1932
C -6.4323 -6.8199 31.8920
C -6.0146 -4.4652 32.3367
C -4.2706 -8.5726 33.6517
H -2.0353 -7.2082 33.9346
H -2.5647 -7.8178 35.5685
H -2.5782 -6.0483 35.2264
H -4.8754 -7.9745 36.1704
H -4.8342 -6.2531 36.1586
H -7.0841 -6.7679 36.1304
H -6.8632 -7.9444 34.7505
H -6.5337 -4.9572 34.7779
H -7.8077 -5.8574 33.9517
H -6.0759 -7.8548 31.8557
H -7.5164 -6.7699 31.9305
H -6.1527 -6.5038 30.9034
H -5.3560 -3.8414 32.9699
H -5.6409 -4.5549 31.3131
H -7.0657 -4.2705 32.3826
H -5.1887 -9.0692 33.9839
H -3.3945 -9.1407 33.9861
H -4.3182 -8.5480 32.5697
H -2.9697 -5.7014 32.2767
C -6.7245 -4.7866 26.3785
C -5.5125 -3.8790 26.6011
C -4.7152 -4.3606 27.8071
C -3.3428 -3.7459 27.9965
C -2.5580 -3.7130 26.6744
C -3.3108 -3.3654 25.3744
N -4.6465 -4.0664 25.3974
O -5.4349 -3.4607 24.2619
C -3.3152 -1.8883 25.1595
C -2.5501 -3.9485 24.1768
C -5.9226 -2.4511 26.8971
H -7.3683 -4.4279 25.5676
H -7.3845 -4.8132 27.3040
H -6.4195 -5.7726 26.0266
H -5.3007 -4.0972 28.6663
H -4.6152 -5.4528 27.8227
H -2.7222 -4.3226 28.7119
H -3.4376 -2.7513 28.4231
H -2.1809 -4.7210 26.5855
H -1.6896 -2.9783 26.7767
H -3.4059 -1.2099 26.0517
H -2.3657 -1.5685 24.8202
H -4.0211 -1.4852 24.4248
H -1.4745 -3.7290 24.1496
H -2.5549 -5.0387 24.0556
H -2.8582 -3.5102 23.2163
H -6.6272 -2.4488 27.7571
H -6.4788 -1.9854 26.0911
H -5.1407 -1.7542 27.2602
H -5.3212 -4.2018 23.6175
C -1.8975 3.5565 33.0838
C -0.9213 4.0610 34.1516
C -0.8143 2.9846 35.2655
C 0.4563 3.1495 36.1128
C 1.6981 3.2088 35.2511
C 1.5969 4.3581 34.2479
N 0.3615 4.2327 33.4699
O 0.2747 5.4636 32.7831
C 1.7287 5.7291 34.9558
C 2.7172 4.0664 33.3181
C -1.4261 5.4175 34.7391
H -1.9016 4.2564 32.2568
H -2.8724 3.4016 33.5373
H -1.5124 2.6340 32.7119
H -1.6537 3.0662 35.9132
H -0.7924 1.9811 34.8007
H 0.5335 2.2260 36.7462
H 0.3655 4.0072 36.7280
H 1.7235 2.2910 34.6596
H 2.6306 3.2085 35.8137
H 1.0214 5.8231 35.7236
H 2.7764 5.8358 35.2778
H 1.4218 6.5954 34.3967
H 2.7313 4.6405 32.4003
H 3.7042 4.1731 33.8324
H 2.7102 2.9840 32.9824
H -0.7315 5.7452 35.5624
H -2.4230 5.2843 35.1587
H -1.4237 6.1771 33.9708
H 0.3765 5.2535 31.8542
C -12.5441 -4.6893 28.0818
C -11.7993 -4.3208 29.3398
C -10.4574 -3.7152 28.9701
C -10.5830 -2.2647 28.4734
C -11.3831 -1.4648 29.5068
C -12.7522 -2.0555 29.8635
N -12.4587 -3.4095 30.3453
O -13.7126 -4.0259 30.6666
C -13.4169 -1.3329 31.0093
C -13.7866 -1.9840 28.7571
C -11.5012 -5.6408 30.0707
H -12.5323 -3.8973 27.3548
H -13.5875 -4.9457 28.2849
H -12.1263 -5.4853 27.4674
H -9.8683 -3.6471 29.8953
H -9.9536 -4.3709 28.2722
H -10.9738 -2.2963 27.4297
H -9.6277 -1.8091 28.3300
H -11.4271 -0.4389 29.1142
H -10.7619 -1.4201 30.4154
H -13.6169 -0.2554 30.8228
H -14.4014 -1.7450 31.2366
H -12.8088 -1.5098 31.9034
H -14.0518 -0.9045 28.6915
H -13.3542 -2.2276 27.7807
H -14.6860 -2.5750 28.8918
H -12.3768 -6.2036 30.4167
H -10.9813 -5.4757 31.0469
H -10.8293 -6.4162 29.5697
H -13.7132 -4.1533 31.6179
C -4.9795 -1.8795 35.5385
C -3.7580 -1.7642 36.4029
C -2.5403 -1.2135 35.6555
C -1.4958 -0.6751 36.6728
C -2.1308 0.3127 37.6596
C -3.2426 -0.2968 38.4373
N -4.1767 -0.7896 37.4621
O -5.3187 -1.3395 38.1525
C -2.7005 -1.3937 39.4146
C -3.9317 0.7520 39.2506
C -3.2869 -3.1976 36.9268
H -4.7332 -2.2444 34.5361
H -5.4284 -0.8900 35.3867
H -5.7258 -2.5702 35.9364
H -2.1982 -2.0713 35.1217
H -2.8004 -0.5087 34.8714
H -0.7025 -0.1269 36.1601
H -0.9660 -1.4881 37.2012
H -2.3832 1.2087 37.1114
H -1.2946 0.7207 38.2509
H -3.5386 -1.8091 39.9622
H -2.1595 -2.1280 38.8822
H -1.9880 -0.9631 40.1494
H -4.5160 0.2242 39.9727
H -3.2244 1.3801 39.7880
H -4.6302 1.3616 38.7117
H -3.6864 -3.5903 37.8792
H -2.2262 -3.3306 37.0834
H -3.5564 -3.9519 36.1425
H -4.9759 -2.1229 38.6355
*
```



Entry 9:
Molecular formula: C4H7NO
Method: DFT, ωB97M-V with the def2-TZVPD basis set

Properties
Energy above the lowest of the compared OMol25 structures with the same formula, charge and spin   56.8 kcal per mole
Orbital gap   0.3855 Ha
Electronic energy   -7797.1819 eV
Structure (SMILES)   CN1C[C@H]1C=O

Structure (ORCA input):
```
! RIJCOSX wB97M-V def2-TZVPD def2/J DEFGRID3
* xyz 0 1
C -1.6272 0.1959 -0.7730
N -0.2966 0.6293 -0.3835
C 0.7672 -0.2205 -0.8248
C 0.3284 -0.2032 0.6268
C 1.3338 0.2813 1.6086
O 1.4123 -0.1522 2.7339
H -1.8014 0.5347 -1.7979
H -2.3688 0.6489 -0.1116
H -1.7471 -0.9009 -0.7475
H 0.6012 -1.1417 -1.3644
H 1.6174 0.3403 -1.2095
H -0.3181 -0.9756 1.0535
H 2.0989 0.9638 1.1892
*
```